1.
Molecular formula: C2H7N4
Method: DFT, ωB97M-V with the def2-TZVPD basis set

* E_HOMO: -13.63 eV
* energy: -8135.675 eV
* total charge: +1

The geometry in XYZ format:
```
13
Properties=species:S:1:pos:R:3:nbo_charge:R:1
C 0.5128 0.0608 2.1049 0.019
C 0.6410 -1.0766 1.6047 0.017
N 1.4970 -0.0645 0.9025 -0.658
N 0.2612 0.4751 -1.1743 -0.458
N -0.8522 0.0619 -0.8243 0.095
N -1.9346 0.0998 -1.5649 -0.535
H 0.2226 0.9453 2.7051 0.290
H 0.3998 -2.0255 1.2390 0.264
H 1.1578 0.2294 -0.2471 0.414
H 0.3861 1.1168 -1.9753 0.355
H 2.5137 0.0996 0.8780 0.411
H -2.0770 0.5023 -2.4088 0.380
H -2.7282 -0.4245 -1.2396 0.408
```

***

2.
Molecular formula: C18H26N2O5S2
Method: DFT, ωB97M-V with the def2-TZVPD basis set

* E_HOMO: -7.90 eV
* SMILES string: CS(=O)(=O)N(CC(=O)NCCSC1CCCCC1)c1ccc2c(c1)OCO2
* energy: -53976.195 eV
* total charge: 0

The geometry in XYZ format:
```
53
Properties=species:S:1:pos:R:3:nbo_charge:R:1
C 4.3253 1.6603 -1.4120 -0.878
H 3.3773 1.8620 -1.8945 0.283
H 4.6305 0.6312 -1.5428 0.246
H 5.0947 2.3418 -1.7500 0.251
S 4.0988 1.9599 0.3515 2.315
O 3.7569 3.3318 0.5799 -0.948
O 5.2407 1.4511 1.0509 -0.942
N 2.7366 1.0577 0.7969 -0.658
C 2.6567 -0.2889 0.4376 0.157
C 3.8066 -1.0758 0.4775 -0.274
C 3.7836 -2.4286 0.1545 -0.221
C 2.5756 -2.9799 -0.1983 0.196
C 1.4225 -2.2008 -0.2363 0.314
C 1.4314 -0.8638 0.0697 -0.323
H 0.5253 -0.2918 0.0043 0.225
O 0.3570 -2.9757 -0.6170 -0.496
C 0.8793 -4.2744 -0.8117 0.238
O 2.2648 -4.2709 -0.5525 -0.477
H 0.3764 -4.9773 -0.1276 0.157
H 0.6978 -4.5902 -1.8517 0.158
H 4.6793 -3.0248 0.1908 0.230
H 4.7326 -0.6200 0.7838 0.256
C 1.5389 1.8265 1.0113 -0.332
H 0.8686 1.2795 1.6802 0.225
C 0.8303 2.2137 -0.2895 0.675
O 1.3130 2.0118 -1.3861 -0.652
N -0.3591 2.8131 -0.1031 -0.616
H -0.7284 2.9377 0.8267 0.407
C -1.1955 3.2602 -1.1923 -0.238
C -2.4289 2.3784 -1.3623 -0.529
H -2.1392 1.3456 -1.5375 0.220
H -3.0262 2.7333 -2.2012 0.228
S -3.5028 2.4288 0.1238 0.156
C -3.5461 0.6837 0.7029 -0.309
C -2.1754 0.1981 1.1472 -0.410
C -2.2663 -1.2219 1.7027 -0.402
C -2.8749 -2.1632 0.6683 -0.403
C -4.2532 -1.6653 0.2427 -0.395
C -4.1623 -0.2507 -0.3277 -0.417
H -5.1541 0.1119 -0.6051 0.220
H -3.5473 -0.2729 -1.2305 0.197
H -4.6773 -2.3331 -0.5092 0.211
H -4.9221 -1.6645 1.1065 0.194
H -2.9582 -3.1670 1.0885 0.209
H -2.2140 -2.2213 -0.1994 0.205
H -1.2681 -1.5682 1.9780 0.213
H -2.8845 -1.2183 2.6036 0.196
H -1.7749 0.8725 1.9084 0.208
H -1.4980 0.2013 0.2905 0.191
H -4.2087 0.7566 1.5704 0.224
H -1.5034 4.2932 -1.0093 0.202
H -0.5884 3.2164 -2.1004 0.240
H 1.8569 2.7513 1.4990 0.274
```

***

3.
Molecular formula: C5H7NO
Method: DFT, ωB97M-V with the def2-TZVPD basis set

* E_HOMO: -9.30 eV
* SMILES string: OCC#C[C@H]1CN1
* energy: -8832.677 eV
* total charge: 0

The geometry in XYZ format:
```
14
Properties=species:S:1:pos:R:3:nbo_charge:R:1
O -1.5589 2.1093 0.4830 -0.694
C -1.7655 1.4777 -0.7696 -0.134
C -0.9040 0.2927 -0.8927 -0.040
C -0.0827 -0.5763 -0.7288 -0.024
C 0.9128 -1.4926 -0.2168 -0.166
C 1.3242 -1.1580 1.1744 -0.231
N 0.5469 -2.3577 0.9083 -0.558
H -1.6544 1.4299 1.1639 0.466
H -2.8236 1.2129 -0.9095 0.187
H -1.5049 2.2207 -1.5294 0.210
H 1.6261 -1.9298 -0.9088 0.227
H 0.8233 -0.2902 1.6012 0.197
H 2.3456 -1.3123 1.5059 0.203
H -0.4315 -2.2133 1.1441 0.356
```

***

4.
Molecular formula: C36H25NO4PS2Ti
Method: DFT, ωB97M-V with the def2-TZVPD basis set

* E_HOMO: -11.31 eV
* energy: -101486.997 eV
* total charge: +1

The geometry in XYZ format:
```
70
Properties=species:S:1:pos:R:3:nbo_charge:R:1
Ti 0.0783 0.3259 -0.1649 1.060
C 1.1695 0.5581 6.9333 -0.168
C 0.5625 1.6423 6.3163 -0.197
C 0.1927 1.5717 4.9812 -0.184
C 0.4220 0.3935 4.2798 -0.383
C 1.0494 -0.6950 4.8930 -0.124
C 1.4163 -0.6114 6.2245 -0.214
P -0.0073 0.1680 2.5460 1.058
C -0.5697 1.7762 1.9237 -0.399
C 0.3298 2.4839 1.0994 -0.317
C -0.0349 3.7328 0.5998 -0.146
C -1.2656 4.2730 0.9250 -0.154
C -2.1571 3.5687 1.7284 -0.153
C -1.8233 2.3163 2.2118 -0.117
C -1.4205 -0.9514 2.4729 -0.388
C -2.2662 -1.1561 3.5364 -0.165
C -3.2943 -2.1110 3.4491 -0.199
C -3.4143 -2.8846 2.3280 -0.137
C -2.5237 -2.7401 1.2384 -0.082
C -2.5706 -3.6066 0.1190 -0.142
C -1.6544 -3.4969 -0.8863 -0.211
C -0.6904 -2.4656 -0.8619 -0.187
C -0.6326 -1.5711 0.1784 -0.349
C -1.5260 -1.7335 1.2842 0.031
H 1.4564 0.6245 7.9742 0.232
H 0.3827 2.5497 6.8769 0.232
H -0.2728 2.4200 4.4961 0.227
H 1.2384 -1.5989 4.3248 0.217
H 1.9035 -1.4482 6.7060 0.233
H 1.3604 2.1371 0.9767 0.259
H 0.6616 4.2920 -0.0110 0.240
H -1.5468 5.2423 0.5367 0.243
H -3.1271 3.9895 1.9571 0.243
H -2.5268 1.7538 2.8132 0.231
H -2.1305 -0.5946 4.4532 0.231
H -3.9691 -2.2458 4.2832 0.233
H -4.1860 -3.6420 2.2656 0.228
H -3.3354 -4.3729 0.0864 0.226
H -1.6821 -4.1826 -1.7232 0.229
H 0.0005 -2.3791 -1.6944 0.229
S 1.6534 0.3777 -1.8441 0.020
C 0.6749 0.3534 -3.3370 -0.192
C 0.7792 -0.7614 -4.1624 -0.235
C 0.0416 -0.8196 -5.3369 -0.190
C -0.7900 0.2332 -5.6899 -0.202
C -0.8742 1.3550 -4.8754 -0.212
C -0.1383 1.4224 -3.7032 -0.172
H 1.4438 -1.5692 -3.8824 0.228
H 0.1218 -1.6873 -5.9782 0.226
H -1.3608 0.1900 -6.6079 0.227
H -1.5082 2.1852 -5.1592 0.231
H -0.1800 2.3092 -3.0827 0.216
O 2.3804 -1.4811 1.1744 -0.436
C 1.6912 -0.6640 0.7942 0.500
O -5.5554 2.3319 -0.8369 -0.903
S -4.5470 2.4642 -1.8412 2.290
O -4.4924 3.6378 -2.6498 -0.896
N -3.0578 2.2493 -1.0983 -0.692
C -2.5396 1.1497 -1.4778 0.586
O -1.3718 0.7358 -1.0086 -0.700
C -3.2652 0.3483 -2.4849 -0.081
C -2.8938 -0.8395 -3.0876 -0.186
C -3.7537 -1.3765 -4.0378 -0.184
C -4.9356 -0.7281 -4.3817 -0.173
C -5.2991 0.4743 -3.7804 -0.177
C -4.4452 0.9831 -2.8291 -0.298
H -1.9604 -1.3214 -2.8296 0.236
H -3.5017 -2.3086 -4.5258 0.227
H -5.5789 -1.1588 -5.1371 0.232
H -6.2082 0.9939 -4.0505 0.246
```

***

5.
Molecular formula: C25H35N3O3
Method: DFT, ωB97M-V with the def2-TZVPD basis set

* E_HOMO: -8.32 eV
* SMILES string: CCOC(=O)C1(C[C@H]2CCCCO2)CCN(Cc2nccn2-c2cccc(C)c2)CC1
* energy: -37107.077 eV
* total charge: 0

The geometry in XYZ format:
```
66
Properties=species:S:1:pos:R:3:nbo_charge:R:1
C 1.9973 -3.3475 3.1818 -0.635
C 0.5287 -3.4847 2.8044 -0.071
H 0.3021 -4.4960 2.4606 0.189
H -0.1101 -3.2285 3.6553 0.197
O 0.1887 -2.6366 1.7097 -0.522
C -0.1003 -1.3700 1.9987 0.852
O -0.0360 -0.8981 3.1054 -0.632
C -0.5328 -0.5927 0.7565 -0.170
C -0.3907 0.9122 1.0101 -0.401
C 1.0754 1.3252 1.1087 -0.218
N 1.7625 0.9650 -0.1133 -0.457
C 1.7618 -0.4734 -0.2839 -0.227
C 0.3286 -0.9634 -0.4564 -0.394
H -0.0970 -0.4823 -1.3384 0.215
H 0.3241 -2.0433 -0.6025 0.227
H 2.3461 -0.7183 -1.1745 0.211
H 2.2313 -0.9806 0.5790 0.167
C 3.0885 1.5391 -0.2403 -0.257
C 3.5214 1.4941 -1.6665 0.356
N 4.7114 1.1657 -2.0942 -0.461
C 4.6509 1.2032 -3.4522 -0.092
C 3.3928 1.5407 -3.8517 -0.103
N 2.6701 1.7420 -2.7044 -0.396
C 1.3027 2.0644 -2.6367 0.276
C 0.8759 3.1958 -1.9523 -0.236
C -0.4745 3.4770 -1.8843 -0.198
C -1.3968 2.6465 -2.4996 -0.226
C -0.9798 1.5273 -3.2071 0.005
C 0.3792 1.2477 -3.2740 -0.265
H 0.7252 0.3773 -3.8138 0.220
C -1.9674 0.6110 -3.8639 -0.632
H -2.0705 -0.3068 -3.2837 0.221
H -1.6331 0.3363 -4.8623 0.221
H -2.9454 1.0799 -3.9372 0.217
H -2.4511 2.8740 -2.4336 0.211
H -0.8138 4.3517 -1.3493 0.217
H 1.5990 3.8436 -1.4825 0.219
H 2.9596 1.6760 -4.8217 0.220
H 5.5135 0.9800 -4.0469 0.207
H 3.0479 2.5788 0.1009 0.210
H 3.8504 1.0187 0.3630 0.205
H 1.1323 2.4098 1.2329 0.200
H 1.5336 0.8529 1.9940 0.180
H -0.8503 1.4538 0.1814 0.217
H -0.8928 1.1847 1.9381 0.225
C -2.0013 -0.9694 0.4710 -0.350
H -2.0304 -1.9730 0.0431 0.218
H -2.4092 -0.2640 -0.2551 0.208
C -2.8820 -0.9875 1.7201 0.079
C -4.3750 -0.9075 1.3827 -0.410
C -5.1921 -0.9948 2.6708 -0.398
C -4.7975 -2.2563 3.4357 -0.427
C -3.2816 -2.2761 3.6348 -0.061
O -2.5979 -2.1932 2.4070 -0.549
H -2.9599 -3.2151 4.0917 0.191
H -2.9768 -1.4410 4.2850 0.166
H -5.2950 -2.2942 4.4054 0.210
H -5.0888 -3.1372 2.8602 0.201
H -6.2598 -1.0060 2.4436 0.209
H -4.9864 -0.1166 3.2884 0.195
H -4.5827 0.0276 0.8608 0.206
H -4.6321 -1.7403 0.7249 0.201
H -2.6282 -0.1382 2.3763 0.172
H 2.2396 -4.0515 3.9729 0.215
H 2.1951 -2.3390 3.5365 0.223
H 2.6287 -3.5507 2.3197 0.209
```

***

6.
Molecular formula: C3H8N4O
Method: DFT, ωB97M-V with the def2-TZVPD basis set

* E_HOMO: -9.07 eV
* energy: -11242.823 eV
* total charge: 0

The geometry in XYZ format:
```
16
Properties=species:S:1:pos:R:3:nbo_charge:R:1
C 2.9355 0.2188 0.3594 -0.443
C 0.9154 -0.5829 -0.0196 0.241
C -2.4083 -0.0627 0.2076 0.711
H 4.0954 0.1212 -0.1437 0.203
H 2.9035 1.3466 0.3234 0.206
H 2.7718 -0.0298 1.4474 0.193
H 0.9928 -1.0842 0.9186 0.147
H -0.8786 -0.3517 -1.2224 0.355
H -2.0092 -1.8777 -0.5622 0.398
H -0.9266 1.3329 -0.3078 0.406
H -2.8365 2.1256 -0.3206 0.465
N 1.9500 -0.0951 -0.6055 -0.455
N -0.4714 -0.9260 -0.4916 -0.498
N -1.4585 -1.1516 0.4184 -0.416
N -1.9488 1.2233 -0.0251 -0.885
O -3.6263 -0.2068 0.0238 -0.628
```